# 1
41
Properties=species:S:1:pos:R:3 method="wB97M-V/def2-TZVPD" e_homo_ev=-11.73 homo_lumo_gap_ev=1.8 total_energy_ha=-5683.236467 charge=+1
C 0.361 -0.461 1.975
P -0.576 -2.046 1.588
C -0.095 -2.801 -0.065
O -0.534 -3.190 2.897
C 0.772 -3.640 3.231
O 0.818 -4.544 4.110
N 2.029 -3.113 2.690
I 3.227 -2.841 4.396
P 2.922 -4.372 1.749
O 2.906 -3.967 0.093
Br 5.103 -4.110 2.399
H -0.310 0.444 2.237
H 1.025 -0.220 1.070
H 1.082 -0.570 2.865
H 0.758 -2.246 -0.603
H 0.096 -3.935 -0.021
H -1.008 -2.664 -0.755
H 2.866 -2.975 0.079
F -1.236 1.788 1.158
C -1.725 1.681 -0.080
C -1.274 2.544 -1.067
C -1.779 2.422 -2.351
C -2.745 1.439 -2.637
C -3.193 0.582 -1.634
C -2.679 0.697 -0.353
H -0.534 3.299 -0.827
H -1.428 3.084 -3.137
H -3.140 1.349 -3.643
H -3.939 -0.173 -1.854
H -3.007 0.035 0.440
B 0.935 1.823 -5.271
F 1.033 1.692 -6.687
F 2.168 2.318 -4.747
F -0.122 2.736 -4.946
F 0.646 0.543 -4.688
Be -1.921 -4.333 4.269
C 0.442 4.673 1.741
Cl 1.528 3.950 0.546
Cl 0.130 6.372 1.377
H -0.502 4.131 1.734
H 0.902 4.600 2.725

***

# 2
43
Properties=species:S:1:pos:R:3 method="wB97M-V/def2-TZVPD" e_homo_ev=-8.68 homo_lumo_gap_ev=9.2 total_energy_ha=-1158.560580 smiles="Cc1ccccc1C(=O)Nc1nc2n(n1)[C@H](c1ccccc1)CC(=O)N2"
C 2.995 -0.459 -3.182
C 1.971 -1.246 -2.425
C 2.339 -2.262 -1.554
C 1.391 -2.969 -0.837
C 0.047 -2.674 -0.987
C -0.338 -1.664 -1.847
C 0.617 -0.946 -2.557
C 0.149 0.133 -3.476
O 0.162 0.071 -4.684
N -0.373 1.233 -2.837
C -0.374 1.457 -1.488
N -1.283 2.285 -0.908
C -0.971 2.200 0.369
N 0.084 1.391 0.550
N 0.475 0.907 -0.644
C 0.582 0.939 1.821
C 0.025 -0.435 2.130
C -1.345 -0.665 2.132
C -1.841 -1.930 2.391
C -0.973 -2.976 2.654
C 0.392 -2.754 2.654
C 0.889 -1.490 2.388
C 0.214 2.001 2.869
C -1.170 2.617 2.728
O -1.823 3.007 3.662
N -1.599 2.783 1.435
H 2.726 -0.402 -4.235
H 3.980 -0.911 -3.090
H 3.039 0.558 -2.793
H 3.387 -2.500 -1.435
H 1.699 -3.753 -0.161
H -0.697 -3.224 -0.430
H -1.385 -1.425 -1.971
H -0.860 1.918 -3.403
H 1.672 0.860 1.741
H -2.033 0.143 1.929
H -2.907 -2.097 2.387
H -1.362 -3.963 2.856
H 1.074 -3.566 2.857
H 1.956 -1.322 2.377
H 0.298 1.583 3.872
H 0.915 2.839 2.796
H -2.469 3.270 1.264

***

# 3
96
Properties=species:S:1:pos:R:3 method="wB97M-V/def2-TZVPD" e_homo_ev=-9.13 homo_lumo_gap_ev=8.0 total_energy_ha=-3600.435127 smiles="CC(=O)N(C(C)=O)C1=C(I)C(=O)c2c(CCCO)c(CCCI)c(B(N)O)c(CC(C)C)c2C1=O.CCOS(C)(=O)=O.CCOS(C)(=O)=O"
C -5.773 -2.967 -2.671
C -4.946 -3.609 -1.598
O -5.393 -4.264 -0.703
N -3.496 -3.445 -1.739
C -2.794 -4.630 -1.262
C -1.741 -4.500 -0.199
O -3.081 -5.679 -1.759
C -2.960 -2.205 -1.323
C -1.805 -1.711 -1.789
I -0.682 -2.556 -3.305
C -1.252 -0.433 -1.244
O -0.646 0.321 -1.966
C -1.530 -0.194 0.202
C -0.614 0.434 1.055
C 0.732 0.885 0.556
C 1.834 -0.169 0.798
C 3.195 0.459 1.094
O 4.292 -0.308 0.598
C -0.972 0.559 2.409
C -0.030 1.180 3.408
C 0.761 0.153 4.241
C 1.105 0.629 5.634
I 2.365 2.361 5.584
C -2.220 0.126 2.870
B -2.634 0.420 4.370
N -2.143 -0.331 5.492
O -3.455 1.505 4.563
C -3.147 -0.482 2.011
C -4.474 -0.942 2.554
C -4.453 -2.221 3.418
C -3.662 -3.360 2.762
C -5.909 -2.644 3.655
C -2.771 -0.658 0.671
C -3.663 -1.331 -0.320
O -4.860 -1.193 -0.362
H -6.568 -3.667 -2.921
H -6.235 -2.082 -2.239
H -5.188 -2.698 -3.543
H -1.857 -3.632 0.446
H -0.762 -4.444 -0.672
H -1.788 -5.411 0.392
H 0.685 1.083 -0.507
H 1.028 1.821 1.025
H 1.542 -0.820 1.625
H 1.939 -0.823 -0.071
H 3.375 0.511 2.167
H 3.243 1.470 0.679
H 4.202 -0.373 -0.358
H 0.700 1.805 2.902
H -0.583 1.844 4.076
H 0.158 -0.755 4.344
H 1.669 -0.133 3.710
H 0.214 0.876 6.203
H 1.680 -0.118 6.172
H -2.764 -0.346 6.292
H -1.885 -1.287 5.284
H -3.776 1.593 5.466
H -4.897 -0.136 3.160
H -5.186 -1.118 1.757
H -4.017 -2.018 4.397
H -2.849 -2.981 2.139
H -4.296 -3.999 2.147
H -3.197 -3.998 3.516
H -6.287 -3.139 2.759
H -6.545 -1.792 3.887
H -5.965 -3.374 4.464
C 2.357 0.922 -4.291
C 1.603 0.549 -5.551
O 2.417 0.625 -6.748
S 3.465 -0.542 -6.985
C 3.822 -0.187 -8.669
O 2.785 -1.798 -6.880
O 4.634 -0.311 -6.195
H 3.138 0.198 -4.063
H 1.656 0.953 -3.455
H 2.828 1.899 -4.399
H 1.175 -0.450 -5.475
H 0.789 1.249 -5.727
H 2.925 -0.344 -9.260
H 4.607 -0.877 -8.971
H 4.171 0.839 -8.741
C 7.032 3.828 -0.218
C 6.694 5.298 -0.340
O 5.542 5.545 -1.186
S 4.112 5.227 -0.583
C 3.157 6.044 -1.811
O 3.980 5.899 0.674
O 3.867 3.819 -0.651
H 6.259 3.279 0.318
H 7.970 3.718 0.327
H 7.141 3.376 -1.203
H 6.518 5.758 0.633
H 7.498 5.843 -0.829
H 3.365 7.109 -1.767
H 2.114 5.846 -1.575
H 3.411 5.629 -2.783

***

# 4
122
Properties=species:S:1:pos:R:3 method="wB97M-V/def2-TZVPD" e_homo_ev=-13.39 homo_lumo_gap_ev=7.3 total_energy_ha=-5689.165296 charge=+2
Ta 0.597 -0.928 -1.148
C -4.598 -2.377 4.417
C -4.526 -0.939 3.886
C -5.949 -0.444 3.634
C -3.875 -0.032 4.939
C -3.673 -0.920 2.621
C -2.339 -1.319 2.696
C -1.554 -1.277 1.562
Se 0.278 -1.801 1.580
C 1.059 -0.184 2.218
C 1.062 0.136 3.563
C 1.634 1.336 3.974
C 2.248 2.123 3.007
C 2.325 1.819 1.643
C 1.641 0.657 1.268
O 1.540 0.249 -0.037
C 3.183 2.739 0.766
C 4.552 2.905 1.447
C 2.500 4.110 0.661
C 3.468 2.222 -0.646
C 1.627 1.793 5.429
C 0.925 0.788 6.340
C 3.073 1.965 5.913
C 0.887 3.134 5.523
C -2.086 -0.867 0.339
O -1.220 -0.886 -0.723
C -3.427 -0.509 0.197
C -4.173 -0.537 1.382
C -4.053 -0.131 -1.146
C -3.905 -1.299 -2.131
C -3.361 1.110 -1.722
C -5.544 0.182 -1.009
H -5.195 -2.407 5.328
H -3.611 -2.772 4.659
H -5.061 -3.042 3.688
H -6.508 -0.466 4.569
H -6.482 -1.075 2.923
H -5.964 0.584 3.269
H -4.480 -0.024 5.845
H -3.793 0.994 4.577
H -2.879 -0.378 5.216
H -1.920 -1.653 3.635
H 0.613 -0.537 4.279
H 2.730 3.031 3.338
H 4.484 3.379 2.424
H 5.193 3.532 0.826
H 5.044 1.940 1.574
H 2.334 4.557 1.640
H 1.534 4.034 0.159
H 3.125 4.793 0.085
H 3.959 1.248 -0.630
H 4.148 2.923 -1.131
H 2.579 2.152 -1.265
H 1.421 -0.183 6.336
H -0.121 0.649 6.062
H 0.941 1.156 7.365
H 3.627 1.028 5.841
H 3.077 2.281 6.956
H 3.608 2.721 5.340
H -0.146 3.038 5.185
H 1.369 3.907 4.925
H 0.874 3.480 6.557
H -5.209 -0.250 1.328
H -2.861 -1.518 -2.355
H -4.396 -1.042 -3.071
H -4.383 -2.200 -1.744
H -2.327 0.898 -1.984
H -3.385 1.941 -1.015
H -3.876 1.428 -2.630
H -6.109 -0.670 -0.630
H -5.943 0.428 -1.992
H -5.728 1.039 -0.360
C 1.897 0.999 -6.518
Si 0.194 1.689 -6.120
C -0.047 3.391 -6.861
C -1.170 0.505 -6.635
C 0.080 1.894 -4.218
C -0.210 3.116 -3.616
C -0.321 3.267 -2.231
C -0.117 2.169 -1.432
N 0.155 0.985 -1.995
C 0.239 0.843 -3.321
S 0.501 -0.874 -3.630
H 2.028 0.946 -7.600
H 2.039 -0.006 -6.123
H 2.691 1.636 -6.127
H 0.061 3.328 -7.945
H 0.694 4.109 -6.510
H -1.039 3.798 -6.664
H -1.189 0.397 -7.720
H -2.152 0.868 -6.328
H -1.035 -0.490 -6.210
H -0.360 3.989 -4.238
H -0.555 4.225 -1.792
H -0.167 2.201 -0.351
C 0.752 -6.473 -3.060
O 0.671 -5.520 -1.965
P 0.996 -3.980 -2.242
O -0.419 -3.191 -1.904
C -1.494 -3.832 -1.149
O 1.624 -3.566 -0.775
C 2.398 -4.384 0.117
H 0.570 -7.447 -2.617
H 1.743 -6.444 -3.508
H -0.010 -6.255 -3.805
H -1.879 -3.134 -0.419
H -1.120 -4.728 -0.660
H -2.277 -4.091 -1.857
H 2.229 -4.014 1.127
H 3.457 -4.310 -0.134
H 2.066 -5.418 0.045
C 5.702 -1.845 -1.770
C 4.904 -1.819 -2.898
C 3.548 -1.571 -2.764
N 2.953 -1.343 -1.586
C 3.743 -1.379 -0.494
C 5.098 -1.625 -0.538
H 6.764 -2.028 -1.843
H 5.315 -1.979 -3.884
H 2.913 -1.540 -3.636
H 3.270 -1.195 0.461
H 5.667 -1.634 0.380